Entry 1:
CH3N2O | ωB97M-V/def2-TZVPD

Values from the calculation:
HOMO energy (alpha / beta), eV: -16.1 / -16.1
SMILES: [NH2+]=C=[NH+][O-]
Total charge: +1

Each line ends with the natural charge from an NBO analysis.
CARTESIAN COORDINATES (ANGSTROEM)
1 N 0.31084 -0.61952 -0.01655  -0.583
2 C 0.30908 0.49050 0.55988  0.568
3 N -0.38583 1.42795 1.12514  -0.063
4 O -0.73605 1.86381 2.27110  -0.257
5 H -0.42414 -1.22222 0.09064  0.425
6 H 1.04435 -1.16457 -0.34201  0.453
7 H -0.77890 2.10903 0.41506  0.457

---

Entry 2:
CH3N2O | ωB97M-V/def2-TZVPD

Values from the calculation:
HOMO energy (alpha / beta), eV: -16.3 / -16.3
Total charge: +1

Each line ends with the natural charge from an NBO analysis.
CARTESIAN COORDINATES (ANGSTROEM)
1 C -0.06567 -0.15780 -0.45786  -0.045
2 N 0.44131 -0.16053 0.91600  -0.287
3 N 1.03679 -1.18987 0.60596  0.483
4 O 1.72032 -2.10860 0.72554  -0.093
5 H -1.02218 -0.60791 -0.66856  0.247
6 H 0.46143 0.41946 -1.20137  0.246
7 H 0.35152 0.43170 1.75312  0.451

---

The calculation returns the following strongest force on any atom values, one per record and in order: 3.8; 5.1 eV/Å.
The calculation returns the following E values, one per record and in order: -6100.4626; -6099.3732 eV.
The calculation returns the following energy above the lowest of the compared OMol25 structures with the same formula, charge and spin values, one per record and in order: 99.6; 124.7 kcal per mole.